26
Properties=species:S:1:pos:R:3:mulliken_spin:R:1 method="wB97M-V/def2-TZVPD" multiplicity=4 total_charge=0 gap_ha="0.3109 / 0.2126" s_squared=3.76
O -0.197 1.124 3.340 0.00
C -2.261 -2.155 0.958 0.00
Cl 0.037 1.872 -1.803 0.36
H 0.216 3.421 1.479 0.00
F -3.455 -2.098 -1.843 0.00
O 1.952 1.679 3.205 0.00
H -4.069 -0.483 -0.826 0.00
C 2.706 -0.416 -0.768 0.01
Pd -1.387 3.980 -2.346 2.61
H 2.014 -1.083 -0.255 0.00
O 4.596 -1.805 -0.633 0.00
N 3.704 -1.381 -1.390 0.00
O -3.440 -1.956 0.372 0.00
H 3.175 0.403 -0.223 0.00
C -1.840 -0.820 -0.766 0.01
O -1.342 -1.790 0.121 0.00
H -0.303 1.730 1.086 -0.01
O -2.063 -2.671 2.113 0.00
H 2.210 -0.092 -1.683 0.00
N 0.799 1.670 2.838 0.00
H -1.850 0.222 -0.448 0.01
H 1.297 2.265 0.856 -0.01
H -1.161 -0.928 -1.611 -0.01
C 0.458 2.360 1.545 0.02
O 3.500 -1.798 -2.520 0.00
C -3.295 -1.250 -0.799 0.00